A molecular structure, C37H49BrN2O5RuSi4. Source: the OMol25 dataset; level of theory: wB97M-V/def2-TZVPD.

XYZ file:
```
99
Properties=species:S:1:pos:R:3:lowdin_charge:R:1
Ru -0.439 0.128 0.376 0.96
C -1.110 -1.655 3.381 -0.03
O -0.159 -0.983 2.545 -0.21
C 1.166 -1.057 2.886 -0.22
C 1.628 -1.380 4.138 -0.03
C 3.007 -1.395 4.375 -0.68
Br 3.633 -1.825 6.091 0.82
C 3.891 -1.080 3.372 -0.06
C 3.419 -0.749 2.092 -0.06
C 2.044 -0.746 1.822 -0.26
O 1.535 -0.466 0.627 -0.25
C 4.356 -0.393 1.042 -0.15
N 4.013 0.048 -0.169 0.22
C 5.155 0.326 -0.913 -0.15
C 5.330 0.807 -2.204 0.00
C 6.635 0.962 -2.628 -0.05
C 7.723 0.649 -1.799 -0.05
C 7.549 0.172 -0.515 0.01
C 6.235 0.020 -0.092 -0.15
N 5.693 -0.425 1.114 0.22
H -0.764 -2.666 3.598 0.12
H -2.032 -1.702 2.809 0.09
H -1.258 -1.100 4.308 0.10
H 0.944 -1.619 4.940 0.12
H 4.948 -1.078 3.598 0.11
H 3.029 0.146 -0.396 0.14
H 4.495 1.055 -2.844 0.12
H 6.826 1.335 -3.624 0.12
H 8.726 0.788 -2.177 0.12
H 8.390 -0.064 0.120 0.13
H 6.215 -0.722 1.922 0.18
O 0.076 -1.131 -1.767 -0.05
C -0.636 -2.220 -2.215 -0.21
C -1.615 -2.775 -0.532 -0.44
O -2.038 -3.863 -0.686 0.20
O -1.539 -1.837 0.234 -0.01
C -1.801 -1.781 -3.037 -0.15
C -2.942 -2.562 -3.241 -0.02
C -3.953 -2.114 -4.074 -0.04
C -3.845 -0.887 -4.714 -0.05
C -2.717 -0.108 -4.518 -0.06
C -1.705 -0.543 -3.679 -0.02
C 0.199 -3.377 -2.620 -0.13
C 1.582 -3.217 -2.768 -0.02
C 2.376 -4.271 -3.192 -0.06
C 1.804 -5.499 -3.477 -0.05
C 0.431 -5.667 -3.349 -0.03
C -0.366 -4.619 -2.926 0.00
H 0.935 -1.433 -1.431 0.08
H -3.063 -3.506 -2.734 0.10
H -4.831 -2.727 -4.221 0.12
H -4.635 -0.545 -5.369 0.12
H -2.617 0.841 -5.029 0.12
H -0.817 0.057 -3.557 0.09
H 2.069 -2.258 -2.631 0.11
H 3.439 -4.123 -3.319 0.11
H 2.420 -6.323 -3.810 0.12
H -0.024 -6.620 -3.577 0.12
H -1.425 -4.781 -2.818 0.10
C -5.098 2.947 0.774 -0.20
Si -4.312 1.272 0.496 0.38
C -5.031 -0.055 1.608 -0.20
C -4.318 0.770 -1.301 -0.20
Si -2.064 1.429 1.295 0.60
Si -0.061 2.375 -0.512 0.40
C 1.395 2.986 0.524 -0.19
C 0.401 2.192 -2.322 -0.20
C -1.464 3.638 -0.444 -0.25
Si -1.729 2.516 3.403 0.39
C 0.013 2.197 4.030 -0.19
C -3.041 1.777 4.522 -0.21
C -2.041 4.350 3.174 -0.21
H -6.136 2.935 0.433 0.05
H -4.582 3.733 0.221 0.03
H -5.104 3.217 1.832 0.03
H -6.059 -0.257 1.298 0.05
H -5.056 0.254 2.654 0.03
H -4.482 -0.996 1.535 0.03
H -5.345 0.627 -1.646 0.05
H -3.780 -0.167 -1.463 0.02
H -3.862 1.535 -1.932 0.03
H 1.947 2.194 1.031 0.01
H 1.054 3.686 1.289 0.03
H 2.095 3.525 -0.120 0.04
H 1.011 1.319 -2.557 0.01
H 0.967 3.084 -2.605 0.05
H -0.489 2.165 -2.953 0.03
H -1.772 3.882 0.579 -0.01
H -2.338 3.278 -0.993 0.02
H -1.188 4.593 -0.898 0.07
H 0.603 1.569 3.361 0.00
H -0.003 1.712 5.008 0.04
H 0.546 3.143 4.144 0.04
H -3.097 0.687 4.486 0.02
H -4.029 2.170 4.277 0.03
H -2.823 2.059 5.555 0.05
H -1.175 4.866 2.756 0.04
H -2.228 4.779 4.163 0.05
H -2.910 4.570 2.555 0.03
```

Computed properties:
E = -5751.44820 Ha
Charge = +2
ΔE to the lowest compared entry with this formula, charge and spin = 0.592 eV
2S+1 = 5
Frontier orbital gap (alpha / beta) = 7.1 / 6.0 eV
E_HOMO (alpha / beta) = -12.876 / -13.070 eV
Molecular weight = 895.13 g/mol

***

A molecular structure, C37H49F2N5O2PbS2. Source: the OMol25 dataset; level of theory: wB97M-V/def2-TZVPD.

XYZ file:
```
98
Properties=species:S:1:pos:R:3:lowdin_charge:R:1
Pb -0.160 1.253 -0.214 0.57
O 0.609 1.659 3.015 -0.19
N 0.606 2.912 3.297 -0.27
C 0.141 3.301 4.512 -0.06
C 0.141 4.608 4.931 -0.12
C 0.623 5.582 4.060 -0.13
C 1.062 5.188 2.816 -0.13
C 1.065 3.847 2.387 -0.68
S 1.624 3.395 0.825 0.51
H -0.221 2.475 5.105 0.12
H -0.237 4.848 5.916 0.08
H 0.638 6.628 4.344 0.08
H 1.407 5.913 2.093 0.08
C -4.089 0.350 -4.019 -0.07
C -3.602 1.072 -2.758 -0.40
C -3.645 2.586 -2.956 -0.09
C -4.394 0.632 -1.538 -0.14
C -5.672 1.134 -1.302 -0.04
C -6.390 0.785 -0.172 -0.09
C -5.824 -0.070 0.766 -0.05
C -4.555 -0.597 0.574 -0.14
C -3.881 -1.444 1.642 -0.37
C -4.857 -2.353 2.388 -0.09
C -3.116 -0.533 2.612 -0.04
C -3.867 -0.259 -0.602 -0.18
N -2.553 -0.776 -0.727 0.11
C -2.315 -1.675 -1.568 -0.11
C -0.956 -2.258 -1.674 -0.12
N -0.124 -2.113 -0.743 0.11
C 1.170 -2.653 -0.865 -0.15
C 1.993 -2.359 -1.964 -0.12
C 3.252 -2.960 -2.010 -0.06
C 3.696 -3.796 -1.003 -0.10
C 2.883 -4.026 0.099 -0.06
C 1.623 -3.455 0.197 -0.14
C 0.789 -3.743 1.438 -0.37
C 0.460 -2.478 2.242 -0.06
C -0.484 -4.545 1.141 -0.07
C 1.632 -1.346 -3.047 -0.41
C 1.434 -2.017 -4.408 -0.07
C 2.683 -0.242 -3.150 -0.12
H -3.532 0.707 -4.889 0.08
H -5.155 0.539 -4.189 0.07
H -3.951 -0.732 -3.947 0.05
H -2.545 0.830 -2.603 0.03
H -4.623 2.918 -3.328 0.06
H -2.873 2.870 -3.672 0.06
H -3.415 3.110 -2.027 0.06
H -6.096 1.835 -2.011 0.10
H -7.380 1.195 -0.007 0.09
H -6.373 -0.316 1.667 0.10
H -3.141 -2.080 1.156 0.11
H -5.492 -1.783 3.072 0.07
H -4.301 -3.078 2.989 0.07
H -5.506 -2.901 1.701 0.08
H -3.808 0.156 3.106 0.08
H -2.357 0.063 2.099 0.06
H -2.605 -1.125 3.377 0.07
H -3.073 -2.038 -2.275 0.12
H -0.738 -2.848 -2.573 0.12
H 3.898 -2.746 -2.853 0.10
H 4.679 -4.250 -1.062 0.09
H 3.234 -4.658 0.908 0.10
H 1.420 -4.382 2.063 0.11
H -0.200 -1.811 1.686 0.05
H 1.358 -1.904 2.470 0.07
H -0.031 -2.756 3.179 0.07
H -1.197 -3.948 0.573 0.06
H -0.966 -4.835 2.079 0.07
H -0.263 -5.453 0.572 0.07
H 0.706 -0.834 -2.786 0.03
H 2.347 -2.525 -4.734 0.07
H 1.176 -1.263 -5.154 0.08
H 0.633 -2.761 -4.380 0.06
H 3.609 -0.614 -3.609 0.06
H 2.902 0.159 -2.163 0.06
H 2.284 0.588 -3.736 0.02
N 3.214 -0.254 0.992 0.22
C 3.941 0.491 0.495 -0.32
N 4.767 1.356 -0.125 -0.08
C 5.142 2.539 0.668 -0.14
C 6.214 2.158 1.666 -0.18
O 7.351 1.586 1.012 -0.15
C 7.000 0.428 0.268 -0.20
C 5.930 0.737 -0.766 -0.14
H 4.241 2.926 1.147 0.06
H 5.522 3.289 -0.028 0.13
H 5.800 1.438 2.383 0.13
H 6.578 3.029 2.210 0.12
H 6.636 -0.357 0.945 0.12
H 7.917 0.085 -0.213 0.12
H 5.608 -0.168 -1.279 0.12
H 6.316 1.447 -1.500 0.13
F -2.291 3.866 -0.223 -0.12
C -2.055 2.662 0.447 -0.48
F -2.004 3.033 1.811 -0.13
H -3.012 2.119 0.369 0.05
S -0.028 1.787 -2.661 -0.34
```

Computed properties:
E = -3052.44125 Ha
Charge = -2
ΔE to the lowest compared entry with this formula, charge and spin = 1.791 eV
Frontier orbital gap = 4.4 eV
E_HOMO = -0.134 eV
Molecular weight = 905.16 g/mol

***

A molecular structure, C37H50GaN6O4P2 at a distorted geometry. Source: the OMol25 dataset; level of theory: wB97M-V/def2-TZVPD.

XYZ file:
```
100
Properties=species:S:1:pos:R:3:lowdin_charge:R:1
C 5.382 0.831 -1.385 -0.07
C 4.069 0.752 -2.127 -0.30
O 3.607 -0.585 -2.187 -0.15
C 2.190 -0.673 -2.048 -0.23
C 1.631 -1.965 -2.625 -0.16
C 0.208 -2.158 -2.068 -0.22
C -0.912 -1.493 -2.869 -0.29
C -1.232 -0.074 -2.343 -0.33
Ga -2.912 0.048 -1.200 0.17
P -3.255 -1.870 0.143 0.50
O -4.305 -1.535 1.189 -0.63
P -4.887 0.322 -2.502 0.61
O -5.056 2.006 -2.575 -0.44
O -4.345 -0.067 -4.061 -0.44
H 5.829 1.798 -1.606 0.07
H 5.188 0.824 -0.317 0.06
H 6.078 0.056 -1.677 0.04
H 4.191 1.113 -3.154 0.11
H 3.357 1.415 -1.638 0.11
H 1.678 0.148 -2.543 0.12
H 1.931 -0.636 -0.989 0.09
H 1.542 -1.819 -3.697 0.10
H 2.255 -2.825 -2.413 0.11
H 0.011 -3.229 -2.037 0.10
H 0.187 -1.797 -1.043 0.08
H -1.793 -2.115 -2.731 0.07
H -0.683 -1.495 -3.930 0.09
H -1.362 0.587 -3.201 0.03
H -0.419 0.344 -1.756 0.02
H -2.808 1.319 -0.232 -0.08
H -2.072 -2.320 0.800 -0.07
H -3.663 -2.990 -0.633 -0.06
H -5.655 2.155 -3.323 0.01
H -3.674 0.582 -4.334 0.02
N -3.112 0.972 4.868 0.05
C -3.572 -0.008 4.085 -0.16
C -3.890 -1.275 4.551 -0.08
C -3.714 -1.543 5.898 -0.08
C -3.231 -0.540 6.725 -0.08
C -2.952 0.694 6.161 -0.16
H -3.697 0.235 3.033 0.10
H -4.265 -2.025 3.867 0.10
H -3.954 -2.519 6.301 0.10
H -3.081 -0.707 7.783 0.10
H -2.581 1.511 6.773 0.10
N 8.552 -1.012 -2.185 0.06
C 8.180 -2.253 -2.491 -0.16
C 9.038 -3.342 -2.464 -0.07
C 10.357 -3.130 -2.098 -0.09
C 10.761 -1.845 -1.776 -0.08
C 9.823 -0.826 -1.834 -0.15
H 7.139 -2.371 -2.774 0.11
H 8.679 -4.328 -2.723 0.10
H 11.059 -3.954 -2.065 0.10
H 11.782 -1.635 -1.485 0.10
H 10.095 0.194 -1.587 0.10
N -3.989 4.407 2.640 0.06
C -4.758 5.335 2.075 -0.16
C -6.060 5.603 2.468 -0.09
C -6.597 4.863 3.509 -0.10
C -5.813 3.891 4.108 -0.08
C -4.519 3.702 3.640 -0.14
H -4.300 5.887 1.261 0.10
H -6.637 6.370 1.969 0.09
H -7.612 5.038 3.845 0.10
H -6.195 3.286 4.920 0.10
H -3.874 2.950 4.083 0.07
N -8.326 -0.259 5.629 0.05
C -7.378 -0.442 4.710 -0.15
C -7.432 0.073 3.423 -0.05
C -8.537 0.826 3.067 -0.08
C -9.536 1.028 4.007 -0.09
C -9.382 0.468 5.266 -0.18
H -6.529 -1.037 5.024 0.08
H -6.626 -0.112 2.722 0.10
H -8.618 1.246 2.073 0.11
H -10.418 1.609 3.771 0.09
H -10.140 0.605 6.031 0.09
N 1.651 -0.332 1.389 0.06
C 0.345 -0.438 1.633 -0.14
C -0.323 0.293 2.603 -0.04
C 0.408 1.184 3.370 -0.07
C 1.769 1.306 3.134 -0.08
C 2.338 0.531 2.134 -0.16
H -0.192 -1.145 1.010 0.06
H -1.388 0.171 2.748 0.08
H -0.076 1.776 4.136 0.10
H 2.377 1.993 3.708 0.09
H 3.397 0.603 1.910 0.09
N 5.385 -0.902 -6.943 0.06
C 6.284 -0.681 -5.985 -0.14
C 7.572 -1.196 -6.007 -0.08
C 7.946 -1.987 -7.081 -0.09
C 7.023 -2.229 -8.084 -0.08
C 5.763 -1.663 -7.967 -0.16
H 5.947 -0.062 -5.161 0.10
H 8.262 -0.982 -5.202 0.09
H 8.942 -2.409 -7.134 0.10
H 7.272 -2.842 -8.940 0.10
H 5.010 -1.824 -8.732 0.10
```

Computed properties:
E = -4676.89643 Ha
Charge = -1
ΔE to the lowest compared entry with this formula, charge and spin = 0.000 eV
Frontier orbital gap = 5.9 eV
E_HOMO = -3.925 eV
Molecular weight = 774.52 g/mol

***

2 unconnected molecules or ions with the total composition C37H50N2O4 at a distorted geometry. Source: the OMol25 dataset; level of theory: wB97M-V/def2-TZVPD.

XYZ file:
```
93
Properties=species:S:1:pos:R:3:lowdin_charge:R:1
C 4.244 -0.713 1.727 -0.05
C 3.111 0.266 1.631 -0.27
O 2.199 0.046 2.688 -0.05
C 1.077 0.808 2.573 -0.48
C 0.204 0.443 3.655 -0.13
C -1.109 0.992 3.835 -0.40
O -1.893 0.470 4.654 -0.03
C -1.576 2.220 3.073 -0.14
C -2.391 1.904 1.824 -0.20
C -3.684 1.093 2.064 -0.20
C -3.664 -0.337 1.492 -0.20
C -3.607 -1.478 2.529 -0.20
C -2.643 -2.618 2.144 -0.22
C -1.167 -2.302 2.440 -0.21
C -0.803 -2.463 3.920 -0.21
C 0.626 -2.018 4.254 -0.20
C 0.759 -0.544 4.646 -0.17
O 0.933 1.615 1.654 0.01
H 4.949 -0.511 0.918 0.03
H 4.773 -0.621 2.681 0.09
H 3.877 -1.737 1.593 0.09
H 3.448 1.307 1.690 0.13
H 2.552 0.107 0.709 0.10
H -2.202 2.798 3.763 0.12
H -0.694 2.800 2.782 0.10
H -2.681 2.868 1.382 0.10
H -1.741 1.406 1.093 0.10
H -3.922 1.084 3.135 0.11
H -4.498 1.631 1.555 0.10
H -4.596 -0.473 0.921 0.10
H -2.841 -0.442 0.769 0.10
H -3.335 -1.077 3.520 0.09
H -4.618 -1.906 2.624 0.10
H -2.936 -3.518 2.704 0.10
H -2.737 -2.837 1.071 0.10
H -0.527 -2.976 1.849 0.10
H -0.917 -1.279 2.108 0.10
H -1.517 -1.900 4.539 0.10
H -0.909 -3.531 4.178 0.11
H 0.971 -2.600 5.118 0.10
H 1.295 -2.237 3.409 0.10
H 1.823 -0.324 4.775 0.10
H 0.234 -0.383 5.596 0.12
C 10.070 -0.207 -1.067 0.00
N 8.698 -0.555 -1.354 -0.04
C 8.354 -1.772 -1.871 -0.36
O 9.139 -2.669 -2.167 0.10
C 6.830 -1.784 -2.018 -0.15
C 6.150 -2.876 -1.182 -0.08
C 6.632 -4.275 -1.506 -0.24
C 7.194 -5.070 -0.501 -0.04
C 7.720 -6.325 -0.816 -0.07
C 7.634 -6.813 -2.126 -0.08
C 7.033 -6.032 -3.122 -0.07
C 6.523 -4.768 -2.810 -0.04
N 6.461 -0.425 -1.601 0.05
C 5.170 -0.052 -1.487 0.00
C 4.733 1.231 -1.175 -0.07
C 3.399 1.547 -0.913 0.02
C 2.956 2.892 -0.699 -0.21
C 1.613 3.219 -0.996 0.00
C 1.229 4.543 -1.146 -0.04
C 2.155 5.574 -0.919 -0.04
C 3.453 5.263 -0.495 -0.06
C 3.845 3.938 -0.336 -0.01
C 7.611 0.409 -1.226 -0.46
C 7.548 0.927 0.216 0.01
C 7.841 1.586 -2.189 0.02
H 10.700 -1.089 -1.201 0.10
H 10.416 0.595 -1.731 0.10
H 10.149 0.146 -0.033 0.09
H 6.581 -1.918 -3.088 0.17
H 6.320 -2.659 -0.112 0.13
H 5.066 -2.817 -1.375 0.12
H 7.240 -4.672 0.517 0.12
H 8.197 -6.917 -0.033 0.11
H 8.040 -7.795 -2.370 0.10
H 6.963 -6.400 -4.147 0.11
H 6.055 -4.144 -3.576 0.11
H 4.434 -0.840 -1.670 0.15
H 5.460 2.042 -1.172 0.08
H 2.632 0.798 -1.129 0.14
H 0.915 2.398 -1.166 0.13
H 0.215 4.774 -1.470 0.12
H 1.865 6.615 -1.067 0.11
H 4.173 6.061 -0.305 0.11
H 4.848 3.692 0.026 0.11
H 7.486 0.088 0.923 0.11
H 8.456 1.505 0.426 0.09
H 6.681 1.578 0.355 0.07
H 8.181 1.209 -3.163 0.11
H 6.924 2.160 -2.337 0.08
H 8.610 2.241 -1.759 0.10
```

Computed properties:
E = -1850.26292 Ha
Frontier orbital gap = 2.7 eV
E_HOMO = -5.391 eV
Molecular weight = 586.82 g/mol

***

Q: Which formula does entry 3 have?
A: C37H50GaN6O4P2

***

Q: Which value of E does entry 2 give?
A: -3052.44125 Ha